[1]
ORCA calculation (ωB97M-V with the def2-TZVPD basis set) on C19H18N4O5S in the gas phase.

```
47
Properties=species:S:1:pos:R:3:forces:R:3
C -3.675 -2.401 0.564 -0.227 -0.087 -0.003
H -3.649 -3.382 0.093 -0.056 0.069 0.041
H -4.281 -1.724 -0.045 0.022 -0.008 0.022
H -4.113 -2.486 1.563 0.016 0.015 -0.040
O -2.333 -1.975 0.625 0.273 0.129 0.034
C -2.061 -0.750 1.129 0.085 0.231 0.104
C -0.713 -0.376 1.101 -0.050 0.052 0.073
C -0.333 0.857 1.594 -0.491 -0.275 0.110
C -1.269 1.728 2.148 -0.086 0.237 0.101
C -2.607 1.359 2.173 0.204 -0.109 -0.107
C -3.001 0.124 1.652 -0.117 -0.105 -0.004
H -4.050 -0.116 1.692 -0.124 -0.075 -0.018
O -3.611 2.120 2.678 -0.033 -0.320 -0.154
C -3.287 3.357 3.270 0.058 0.220 0.100
H -2.851 4.048 2.542 -0.001 -0.036 0.026
H -2.599 3.231 4.110 -0.013 0.001 -0.038
H -4.230 3.764 3.632 0.096 0.010 -0.013
H -0.925 2.668 2.547 0.000 0.104 0.075
C 1.089 1.295 1.578 -0.121 -0.130 -0.129
O 1.673 1.767 2.523 0.010 0.076 0.068
N 1.747 1.126 0.377 0.617 -0.149 -0.241
N 1.098 0.894 -0.817 0.013 0.441 0.107
C 1.214 -0.260 -1.509 0.052 0.028 0.256
N 0.645 -0.346 -2.662 -0.136 -0.448 -0.408
S 0.895 -1.849 -3.338 0.104 0.107 0.000
O -0.348 -2.546 -3.469 0.008 -0.003 0.284
O 1.710 -1.708 -4.506 0.149 0.028 0.183
C 1.860 -2.472 -1.954 -0.343 0.593 -0.194
C 2.443 -3.700 -1.770 -0.017 -0.093 -0.086
C 3.151 -3.912 -0.592 -0.070 0.071 -0.082
C 3.253 -2.902 0.353 0.024 -0.043 0.026
C 2.659 -1.663 0.156 -0.026 -0.009 -0.041
C 1.950 -1.446 -1.020 0.359 -0.449 0.274
H 2.753 -0.902 0.913 0.015 -0.024 -0.011
H 3.804 -3.079 1.264 0.045 -0.018 0.071
H 3.622 -4.866 -0.412 0.036 -0.081 0.004
H 2.348 -4.468 -2.521 0.016 -0.127 -0.064
C 0.392 2.001 -1.440 -0.181 0.157 -0.216
H -0.549 1.618 -1.839 0.032 0.137 0.061
H 0.195 2.747 -0.667 0.002 -0.145 -0.094
C 1.215 2.604 -2.590 -0.710 -0.215 -0.181
C 2.517 2.985 -2.111 0.199 0.135 -0.021
N 3.540 3.255 -1.677 0.550 0.102 0.270
H 0.706 3.476 -3.005 0.005 -0.076 -0.026
H 1.328 1.848 -3.373 -0.049 0.171 0.011
H 2.676 1.542 0.324 -0.221 -0.001 -0.068
H 0.000 -1.086 0.717 0.084 -0.091 -0.063
```
Forces are in eV/Å.

Charge: 0
Total energy: -1728.19451 hartree
HOMO energy: -8.834 eV
Structure (SMILES): COc1cc(OC)cc(C(=O)NN(CCC#N)C2=NS(=O)(=O)c3ccccc32)c1
Relative energy (zero: lowest compared OMol25 entry of this formula, charge and spin): 3.705 eV
E_LUMO: -0.4 eV
Orbital gap: 8.468 eV

These are the natural (NBO) partial charges, in e, on atoms 1 to 5:
1 C -0.253
2 H 0.207
3 H 0.180
4 H 0.177
5 O -0.483

[2]
ORCA calculation (ωB97M-V with the def2-TZVPD basis set) on CH4IN3O2 in the gas phase in a non-equilibrium geometry.

```
11
Properties=species:S:1:pos:R:3:forces:R:3
C 0.274 0.033 0.044 1.759 -3.490 -0.041
N -0.747 -2.196 0.308 1.772 -1.073 -1.592
N 1.024 2.130 -0.136 1.713 1.274 -1.463
N -0.840 -0.830 -0.007 1.493 0.404 0.849
O 1.422 -0.407 0.078 -1.723 0.701 0.135
O -0.073 1.283 -0.101 -2.027 0.953 0.497
I -2.652 -0.063 0.011 -1.473 0.256 0.035
H -0.480 -2.471 1.257 -0.189 1.121 0.138
H 0.051 -2.580 -0.272 -1.368 0.592 0.610
H 0.702 3.122 -0.058 -0.332 -1.440 -0.121
H 1.319 1.979 -1.123 0.375 0.703 0.953
```
Forces are in eV/Å.

Charge: 0
Total energy: -652.83646 hartree
HOMO energy: -8.952 eV
Structure (SMILES): NOC(=O)N(N)I
Relative energy (zero: lowest compared OMol25 entry of this formula, charge and spin): 0.148 eV
E_LUMO: 0.1 eV
Orbital gap: 9.039 eV

These are the natural (NBO) partial charges, in e, on atoms 1 to 5:
1 C 0.841
2 N -0.646
3 N -0.488
4 N -0.492
5 O -0.629

[3]
ORCA calculation (ωB97M-V with the def2-TZVPD basis set) on C49H47Cl2N4O2Ta as an isolated structure in a non-equilibrium geometry.

```
105
Properties=species:S:1:pos:R:3:forces:R:3
Ta 0.479 -0.474 -0.265 -2.818 0.107 0.232
C -4.689 -1.853 0.324 0.037 -0.014 -0.038
C -3.364 -1.903 -0.392 -0.071 0.020 -0.030
C -2.342 -2.696 0.127 0.020 -0.127 0.029
C -2.533 -3.385 1.454 0.032 0.047 -0.011
C -1.175 -2.896 -0.628 0.260 0.130 0.259
C -0.165 -3.940 -0.208 0.020 0.034 0.020
C -1.032 -2.267 -1.891 0.358 0.374 0.091
C 0.004 -2.802 -2.866 -0.058 -0.036 -0.063
C -2.006 -1.332 -2.325 -0.043 -0.164 0.006
C -1.860 -0.688 -3.676 -0.023 0.081 0.007
C -3.163 -1.151 -1.561 -0.037 0.000 0.009
C -4.210 -0.156 -1.997 0.024 0.000 0.013
H -4.718 -1.051 1.068 -0.015 0.020 0.019
H -4.890 -2.783 0.848 0.007 -0.002 0.015
H -5.511 -1.690 -0.368 -0.003 0.012 0.000
H -3.127 -4.296 1.340 -0.002 -0.004 0.011
H -3.054 -2.741 2.160 -0.014 -0.002 0.000
H -1.591 -3.672 1.913 0.008 0.011 -0.003
H -0.541 -4.942 -0.432 -0.003 0.001 -0.011
H 0.044 -3.910 0.860 -0.004 -0.002 -0.007
H 0.780 -3.832 -0.737 0.010 -0.006 -0.026
H 1.029 -2.518 -2.633 -0.004 -0.062 0.003
H -0.198 -2.459 -3.876 0.030 0.041 0.016
H -0.035 -3.891 -2.878 -0.049 -0.013 -0.006
H -2.114 -1.405 -4.461 0.008 0.003 0.007
H -0.844 -0.336 -3.848 0.057 -0.012 -0.024
H -2.525 0.161 -3.801 -0.015 -0.009 0.000
H -4.832 -0.553 -2.803 -0.011 0.014 -0.004
H -3.755 0.762 -2.367 0.010 -0.006 -0.003
H -4.870 0.121 -1.178 -0.007 -0.010 -0.005
Cl 3.860 -0.766 -0.519 0.116 -0.126 0.109
C 3.718 -0.041 -2.078 0.014 -0.014 -0.006
C 4.866 0.402 -2.755 -0.027 -0.032 0.027
C 4.718 1.015 -3.964 0.006 0.025 -0.048
Cl 6.124 1.555 -4.801 -0.010 0.008 0.014
C 3.432 1.221 -4.537 0.025 0.009 -0.021
C 3.220 1.893 -5.763 0.028 -0.008 0.020
C 1.948 2.058 -6.221 -0.042 -0.013 -0.009
C 0.879 1.543 -5.459 0.012 0.003 -0.010
N 1.030 0.917 -4.320 -0.027 -0.031 0.021
C 2.289 0.754 -3.851 -0.045 -0.010 0.008
C 2.463 0.100 -2.601 -0.058 0.041 0.157
O 1.393 -0.311 -1.876 1.001 -0.376 -0.554
H 5.844 0.259 -2.320 -0.003 0.005 0.009
H 4.068 2.269 -6.319 0.001 -0.006 -0.001
H 1.749 2.568 -7.153 -0.005 -0.003 -0.001
H -0.140 1.654 -5.815 0.005 0.012 -0.010
N -1.512 0.111 0.484 0.344 0.259 -0.101
C -2.033 0.966 1.073 -0.229 -0.145 0.063
N -2.566 1.932 1.745 0.018 -0.059 0.008
C -3.930 1.859 2.307 -0.051 -0.001 -0.022
C -4.812 2.862 1.578 0.014 0.041 0.008
O -4.240 4.152 1.612 0.018 -0.017 -0.002
C -2.989 4.191 0.955 -0.044 -0.016 -0.003
C -1.992 3.300 1.671 -0.001 0.062 -0.031
H -3.866 2.107 3.367 0.019 0.011 -0.003
H -4.311 0.846 2.198 0.013 -0.033 0.025
H -5.780 2.931 2.072 -0.016 -0.020 -0.021
H -4.964 2.541 0.539 -0.001 -0.006 0.001
H -2.650 5.225 0.966 0.001 0.000 0.012
H -3.098 3.863 -0.088 0.022 0.021 -0.012
H -1.846 3.641 2.697 0.018 -0.015 0.007
H -1.033 3.264 1.158 0.003 -0.029 -0.018
C 3.765 4.194 0.352 0.013 -0.027 0.038
C 3.639 2.959 1.024 0.011 0.041 -0.014
C 2.570 2.148 0.778 -0.006 -0.049 -0.015
C 1.582 2.511 -0.172 -0.097 0.042 0.032
C 0.474 1.670 -0.486 0.068 -0.065 0.409
C -0.507 2.115 -1.343 0.234 0.189 -0.085
C -0.415 3.389 -1.948 -0.079 -0.085 -0.003
C 0.663 4.187 -1.699 0.052 0.033 0.059
C 1.686 3.774 -0.808 0.011 0.019 -0.027
C 2.804 4.598 -0.529 -0.022 0.014 0.003
H 4.615 4.831 0.559 0.002 -0.001 -0.007
H 4.390 2.665 1.746 -0.008 0.006 0.010
H 2.451 1.224 1.335 0.046 -0.042 -0.026
H -1.351 1.485 -1.605 -0.019 -0.032 -0.047
H -1.196 3.718 -2.621 0.012 -0.006 -0.010
H 0.748 5.158 -2.173 0.004 -0.004 -0.005
H 2.878 5.561 -1.019 0.003 -0.006 -0.011
N 0.860 -1.049 1.471 0.990 -0.278 -0.361
C 1.243 -1.613 2.586 -0.041 0.215 -0.135
C 0.353 -1.540 3.742 -0.056 0.072 0.094
C -0.568 -0.488 3.840 0.036 -0.029 -0.002
C -1.439 -0.425 4.908 0.002 -0.015 0.016
C -1.417 -1.422 5.880 -0.004 0.006 -0.001
C -0.522 -2.478 5.785 -0.011 0.007 -0.002
C 0.369 -2.536 4.726 -0.013 -0.021 -0.046
C 2.529 -2.307 2.686 -0.002 -0.033 0.023
C 3.309 -2.165 3.840 -0.038 0.019 0.003
C 4.536 -2.797 3.927 0.000 -0.001 0.004
C 4.982 -3.597 2.883 -0.006 0.006 0.011
C 4.209 -3.751 1.737 0.010 0.018 -0.005
C 2.995 -3.098 1.633 0.020 0.005 -0.069
H -0.560 0.286 3.085 0.033 0.017 0.025
H -2.129 0.403 5.000 0.002 0.009 0.008
H -2.101 -1.372 6.717 -0.001 -0.001 0.001
H -0.516 -3.254 6.537 -0.004 -0.003 -0.002
H 1.048 -3.373 4.641 0.037 0.014 0.000
H 2.968 -1.528 4.646 -0.015 -0.027 0.020
H 5.144 -2.672 4.813 0.007 0.009 -0.005
H 5.933 -4.105 2.962 0.005 0.005 -0.002
H 4.558 -4.378 0.928 -0.012 -0.016 0.008
H 2.385 -3.230 0.751 0.013 0.032 -0.008
```
Forces are in eV/Å.

Charge: +2
Total energy: -3241.87017 hartree
HOMO energy: -12.820 eV
Relative energy (zero: lowest compared OMol25 entry of this formula, charge and spin): 1.768 eV
E_LUMO: -6.8 eV
Orbital gap: 5.987 eV

These are the Löwdin partial charges, in e, on atoms 1 to 5:
1 Ta 1.829
2 C -0.016
3 C -0.187
4 C -0.197
5 C -0.016

[4]
ORCA calculation (ωB97M-V with the def2-TZVPD basis set) on an isolated ion of composition C3H6N3O and charge +1 in a non-equilibrium geometry.

```
13
Properties=species:S:1:pos:R:3:forces:R:3
C 0.282 1.262 1.560 -0.652 -0.008 -0.751
C -0.430 -1.208 0.007 -0.023 0.090 1.709
C 0.484 0.409 0.260 -0.179 -1.535 1.488
N -0.368 2.354 -0.784 -1.334 1.157 -0.498
N 0.117 1.296 -0.690 1.099 -0.380 -1.203
N 0.299 -2.021 -0.764 1.717 -1.563 -0.377
O -0.232 2.292 1.625 0.260 -0.303 1.163
H -0.589 -1.451 1.036 0.375 -0.311 0.670
H -1.404 -1.091 -0.427 -0.303 1.174 -0.308
H 1.455 -0.107 0.263 -0.255 0.984 -0.380
H -0.703 2.850 0.134 0.719 -0.465 -0.298
H 1.111 -2.713 -0.516 -2.382 2.171 -0.595
H -0.022 -1.871 -1.703 0.957 -1.011 -0.620
```
Forces are in eV/Å.

Charge: +1
Total energy: -356.98096 hartree
HOMO energy (spin up / spin down): -14.374 / -14.375 eV
Relative energy (zero: lowest compared OMol25 entry of this formula, charge and spin): 4.784 eV
E_LUMO (spin up / spin down): -5.7 / -5.7 eV
Orbital gap (spin up / spin down): 8.631 / 8.635 eV

These are the natural (NBO) partial charges, in e, on atoms 1 to 5:
1 C 0.670
2 C -0.069
3 C -0.305
4 N -0.130
5 N 0.033

[5]
ORCA calculation (ωB97M-V with the def2-TZVPD basis set) on C6H11B3O7Sr as an isolated structure in a non-equilibrium geometry.

```
28
Properties=species:S:1:pos:R:3:forces:R:3
C -1.988 3.511 -0.779 -0.280 -0.210 0.403
C -2.368 2.629 0.376 0.237 0.877 -0.478
O -1.821 2.686 1.431 0.029 -0.519 0.317
O -3.408 1.760 0.120 0.508 -0.656 -0.024
C -3.027 0.428 -0.016 -1.364 -0.514 1.192
O -3.739 -0.432 0.415 0.533 0.749 -0.658
C -1.754 0.169 -0.763 -0.082 -0.549 -0.010
B -1.189 -1.286 -0.624 -1.095 -0.519 -1.103
O -1.600 -2.249 0.266 0.683 0.946 0.425
B -0.525 -2.640 1.018 -0.737 -1.186 0.357
O 0.689 -2.936 0.358 0.499 0.991 1.111
B 0.915 -1.944 -0.544 0.041 -1.162 -1.566
C 2.277 -1.093 -0.532 0.880 0.057 1.118
C 3.076 -1.452 0.732 -1.067 -0.173 -0.597
O 3.937 -0.309 1.159 -1.499 -1.493 2.820
O -0.072 -1.631 -1.426 0.395 1.392 0.516
H -0.916 3.468 -0.883 0.379 -0.038 -0.175
H -2.500 3.245 -1.685 -0.143 -0.061 -0.412
H -2.221 4.524 -0.505 -0.191 0.517 0.037
H -0.958 0.859 -0.502 0.168 0.277 0.112
H -1.950 0.355 -1.812 -0.040 0.098 -0.436
H -0.596 -2.625 2.199 0.152 -0.306 0.038
H 1.965 -0.055 -0.426 -0.316 0.304 -0.165
H 2.836 -1.203 -1.459 0.005 -0.204 -0.383
H 3.633 -2.371 0.618 0.614 -0.034 0.068
H 2.393 -1.616 1.543 -0.305 -0.045 0.432
H 3.880 -0.227 2.120 -0.040 -0.016 0.237
Sr 5.031 0.434 -0.398 2.038 1.478 -3.177
```
Forces are in eV/Å.

Charge: +2
Total energy: -866.81407 hartree
HOMO energy: -14.903 eV
E_LUMO: -9.4 eV
Orbital gap: 5.520 eV

These are the Löwdin partial charges, in e, on atoms 1 to 5:
1 C 0.031
2 C -0.516
3 O 0.161
4 O 0.114
5 C -0.409

[6]
ORCA calculation (ωB97M-V with the def2-TZVPD basis set) on a 14-piece molecular cluster, C3H33O15 overall in a non-equilibrium geometry.

```
51
Properties=species:S:1:pos:R:3:forces:R:3
C -0.066 -0.038 0.044 1.626 1.395 1.442
C 0.631 0.534 -1.167 -0.354 -1.325 -1.973
O -0.253 1.277 -2.002 0.138 0.835 0.143
C 0.985 -0.755 0.967 -0.734 -0.777 -1.826
O 0.364 -1.893 1.527 -0.364 -0.342 1.053
H -0.917 -0.687 -0.048 -0.050 -0.380 -1.018
H -0.489 0.859 0.524 -0.022 -0.137 0.296
H 1.472 1.180 -0.907 -0.243 0.099 0.229
H 1.075 -0.250 -1.830 -0.159 0.128 0.730
H -0.997 0.739 -2.312 0.035 -0.478 0.102
H 1.804 -1.164 0.361 0.051 0.652 -0.124
H 1.435 -0.078 1.692 -0.168 -0.251 0.489
H -2.888 2.800 0.795 -0.588 -1.474 0.002
H -2.907 1.271 1.092 0.050 -0.197 0.171
O -3.416 1.944 0.637 0.014 0.884 -0.131
H -1.274 3.695 0.099 -0.008 0.657 0.826
H -0.955 3.591 1.643 -0.490 -0.034 -0.355
O -1.676 3.781 1.015 0.700 0.394 -0.377
H 2.745 -2.954 -2.460 -0.398 -0.020 -0.163
H 2.079 -2.843 -1.029 0.687 -0.461 -0.955
O 2.970 -2.833 -1.535 -0.436 0.173 0.812
H -2.063 -3.452 -1.455 -0.420 0.349 0.110
H -0.934 -3.204 -0.526 -0.064 0.530 -0.281
O -1.815 -2.777 -0.805 0.307 -1.004 -0.041
H 2.633 3.299 0.342 -0.212 -0.409 0.348
H 1.235 2.955 1.071 0.724 0.268 0.036
O 1.712 3.544 0.465 0.031 0.412 -0.404
H 0.589 3.868 -0.999 -0.707 -0.040 -0.046
H -0.552 2.951 -1.545 0.579 0.689 -0.198
O -0.340 3.898 -1.318 0.001 -0.695 -0.142
H -1.626 -1.371 -2.047 -0.499 -0.208 0.459
H -2.906 -0.492 -2.027 0.099 -0.195 0.194
O -2.156 -0.750 -2.572 0.200 0.565 -0.678
H 3.679 -1.327 -1.353 0.672 0.952 0.039
H 4.464 -1.197 -0.164 0.473 0.374 0.343
O 4.286 -0.635 -0.926 -0.872 -1.034 -0.215
H -0.237 -2.699 -3.411 0.245 0.119 -0.459
H 0.470 -3.464 -2.344 0.571 0.276 -0.224
O 0.601 -3.164 -3.289 -0.770 -0.215 0.527
H -0.704 -0.055 3.337 -0.347 -0.075 0.651
H -0.183 -1.064 4.280 0.210 0.026 0.196
O -0.376 -0.119 4.262 0.215 0.078 -0.592
H 0.298 -2.605 0.828 0.769 0.423 0.114
H 0.978 -4.391 -0.544 -0.013 -0.249 0.299
O 0.610 -3.510 -0.613 -0.135 0.092 0.255
H -2.382 -1.516 2.843 -0.005 -0.146 -0.048
H -1.494 -1.282 1.588 -0.111 -0.228 0.614
O -2.053 -0.836 2.253 -0.230 0.448 -0.561
H 0.198 2.622 3.592 0.034 -0.283 0.255
H 0.342 1.660 2.382 -0.198 -0.250 0.411
O 0.275 2.585 2.638 0.169 0.090 -0.337
```
Forces are in eV/Å.

Charge: -1
Total energy: -1262.78982 hartree
HOMO energy: -7.342 eV
E_LUMO: 2.5 eV
Orbital gap: 9.889 eV

These are the natural (NBO) partial charges, in e, on atoms 1 to 5:
1 C -0.472
2 C -0.069
3 O -0.776
4 C -0.071
5 O -0.802

What is the formula in the sixth record? C3H33O15

What is the charge in the fifth record? +2

What is the total energy in the third record? -3241.87017 hartree

Among the records above, which one has the lowest charge? C3H33O15